(1)
Molecular formula: C6H10O
Method: DFT, ωB97M-V with the def2-TZVPD basis set

HOMO level = -9.28 eV
relative energy (zero: lowest compared OMol25 entry of this formula, charge and spin) = 288.93 kJ/mol
maximum force = 3.81 eV/Å

Geometry as XYZ:
```
17
Properties=species:S:1:pos:R:3:mulliken_charge:R:1
H 2.39 0.48 0.36 0.35
H 1.95 -1.21 0.24 0.31
H 0.73 -0.56 2.17 0.35
H -1.95 0.57 1.33 0.35
H 1.81 0.13 -1.98 0.37
H -0.51 0.05 -2.64 0.38
C 1.04 0.00 -1.23 -0.51
C 0.47 0.07 1.28 -0.88
O -1.24 -1.48 0.10 -0.61
C 1.53 -0.18 0.18 -0.41
H 0.50 1.05 1.68 0.43
H -2.34 -0.02 -0.98 0.42
C -0.24 -0.04 -1.59 -0.37
C -1.18 0.70 0.56 -0.90
H -1.08 1.76 0.25 0.42
C -1.34 -0.26 -0.57 0.02
H -0.55 -1.06 0.86 0.29
```



(2)
Molecular formula: C6H10O
Method: DFT, ωB97M-V with the def2-TZVPD basis set

HOMO level = -9.37 eV
relative energy (zero: lowest compared OMol25 entry of this formula, charge and spin) = 282.98 kJ/mol
maximum force = 2.51 eV/Å

Geometry as XYZ:
```
17
Properties=species:S:1:pos:R:3:mulliken_charge:R:1
C -1.47 -0.12 -0.01 0.35
H -0.27 -1.75 2.35 -0.24
C -2.47 0.95 -0.36 -1.19
H -2.38 1.22 -1.41 0.33
H 3.06 -0.81 0.31 0.32
C 0.87 1.33 -0.56 -0.68
H 0.27 -1.75 2.92 0.23
H 1.07 2.08 0.20 0.20
H -3.48 0.62 -0.15 0.36
H 0.95 1.73 -1.57 0.21
H 2.67 -1.09 -1.37 0.31
O -1.76 -1.20 0.49 -0.58
C -0.11 0.22 -0.29 0.42
H -2.27 1.84 0.22 0.31
H 1.89 -2.09 -0.14 0.31
C 1.17 -0.11 -0.26 0.50
C 2.25 -1.09 -0.37 -1.18
```